Entry a
Computed, not measured: the molecule CH6N3O2P, with ωB97M-V/def2-TZVPD.

Output
**SMILES**: [H]/N=C/OP(N)(N)=O
**HOMO energy**: -10.0 eV
**Gap between HOMO and LUMO**: 10.729 eV

The geometry in ORCA input format:
```
! wB97M-V def2-TZVPD RIJCOSX def2/J DEFGRID3
* xyz 0 1
H 3.524 -1.592 -0.026
N 2.793 -0.907 -0.081
C 1.590 -1.196 -0.147
O 0.693 -0.199 -0.097
P -0.947 -0.258 0.150
N -1.513 -0.016 -1.390
N -1.240 1.196 0.860
O -1.463 -1.555 0.652
H 1.263 -2.300 0.051
H -1.065 0.492 -2.192
H -2.182 -0.776 -1.807
H -0.859 1.372 1.736
H -0.788 1.776 0.183
*
```

For each atom in turn, the Löwdin charge in e is:
1 H 0.046
2 N 0.106
3 C -0.378
4 O -0.179
5 P 0.378
6 N -0.093
7 N -0.021
8 O -0.303
9 H 0.159
10 H 0.080
11 H 0.116
12 H 0.042
13 H 0.047

***

Entry b
Computed, not measured: a 2-piece molecular cluster, CH6N3O2P overall, with ωB97M-V/def2-TZVPD.

Output
**SMILES**: NP(N)O.N=C=O
**HOMO energy**: -8.1 eV
**Gap between HOMO and LUMO**: 9.000 eV

The geometry in ORCA input format:
```
! wB97M-V def2-TZVPD RIJCOSX def2/J DEFGRID3
* xyz 0 1
N -2.005 0.093 -1.373
P -1.124 -0.494 -0.179
N -0.039 -1.437 -1.088
O -0.145 0.712 0.180
H -2.354 -0.676 -1.861
H -2.628 0.760 -1.090
H -0.531 -2.168 -1.619
H 0.476 -1.862 -0.391
H 0.233 1.325 -0.450
N 1.753 0.884 2.627
C 2.152 1.218 1.557
O 2.567 1.639 0.581
H 1.647 0.006 3.106
*
```

For each atom in turn, the Löwdin charge in e is:
1 N -0.147
2 P 0.547
3 N -0.160
4 O -0.312
5 H 0.020
6 H 0.009
7 H 0.042
8 H -0.025
9 H 0.059
10 N 0.194
11 C -0.477
12 O 0.163
13 H 0.088

***

entry a wins, 26.2 kcal/mol ahead of the next structure.

***

Entry a
Computed, not measured: a 2-piece molecular cluster, C4H8O overall, with ωB97M-V/def2-TZVPD.

Output
**SMILES**: C=CO.C=C
**HOMO energy**: -9.1 eV
**Gap between HOMO and LUMO**: 9.838 eV

The geometry in ORCA input format:
```
! wB97M-V def2-TZVPD RIJCOSX def2/J DEFGRID3
* xyz 0 1
C 2.651 -0.041 0.416
C 2.068 0.587 -0.594
O 1.066 1.482 -0.345
H 3.254 -0.911 0.185
H 2.265 0.022 1.423
H 2.253 0.353 -1.633
H 0.562 1.739 -1.124
C -2.761 -0.382 0.755
C -1.931 -0.708 -0.217
H -3.092 0.641 0.891
H -3.269 -1.109 1.376
H -1.449 0.064 -0.801
H -1.617 -1.737 -0.330
*
```

For each atom in turn, the Löwdin charge in e is:
1 C -0.002
2 C -0.285
3 O -0.027
4 H 0.049
5 H 0.060
6 H 0.106
7 H 0.091
8 C -0.081
9 C -0.079
10 H 0.044
11 H 0.044
12 H 0.031
13 H 0.047

***

Entry b
Computed, not measured: a 2-piece molecular cluster, C4H8O overall, with ωB97M-V/def2-TZVPD.

Output
**SMILES**: OC1=CC1.C
**HOMO energy**: -8.8 eV
**Gap between HOMO and LUMO**: 9.576 eV

The geometry in ORCA input format:
```
! wB97M-V def2-TZVPD RIJCOSX def2/J DEFGRID3
* xyz 0 1
O -0.544 -0.272 -1.481
C 0.634 0.142 -1.014
C 1.375 0.846 -0.220
C 2.079 -0.056 -1.229
H -1.240 0.137 -0.948
H 1.526 1.556 0.575
H 2.561 -0.980 -0.890
H 2.565 0.384 -2.107
C -1.789 -0.353 1.458
H -2.104 -0.500 2.494
H -2.034 -1.245 0.875
H -2.320 0.517 1.056
H -0.709 -0.177 1.431
*
```

For each atom in turn, the Löwdin charge in e is:
1 O 0.087
2 C -0.381
3 C 0.006
4 C -0.092
5 H 0.088
6 H 0.089
7 H 0.079
8 H 0.079
9 C -0.047
10 H 0.023
11 H 0.030
12 H 0.027
13 H 0.012

***

entry a wins, 19.4 kcal/mol ahead of the next structure.

***

Entry a
Computed, not measured: the molecule C4H8O, with ωB97M-V/def2-TZVPD.

Output
**SMILES**: CC1(C)CO1
**HOMO energy**: -10.1 eV
**Gap between HOMO and LUMO**: 11.115 eV

The geometry in ORCA input format:
```
! wB97M-V def2-TZVPD RIJCOSX def2/J DEFGRID3
* xyz 0 1
C -1.279 -0.782 -0.067
C -0.046 0.088 -0.172
C 1.267 -0.595 0.129
C -0.038 1.532 0.070
O 0.108 1.010 -1.249
H -1.372 -1.104 0.978
H -2.202 -0.269 -0.351
H -1.180 -1.687 -0.679
H 1.336 -0.890 1.181
H 2.068 0.115 -0.096
H 1.407 -1.476 -0.506
H -0.923 2.152 0.186
H 0.855 1.907 0.575
*
```

For each atom in turn, the Löwdin charge in e is:
1 C -0.017
2 C -0.560
3 C -0.027
4 C -0.106
5 O -0.032
6 H 0.087
7 H 0.085
8 H 0.083
9 H 0.088
10 H 0.086
11 H 0.086
12 H 0.115
13 H 0.111

***

Entry b
Computed, not measured: C4H8O as an isolated structure, with ωB97M-V/def2-TZVPD.

Output
**HOMO energy**: -7.6 eV
**Gap between HOMO and LUMO**: 8.526 eV

The geometry in ORCA input format:
```
! wB97M-V def2-TZVPD RIJCOSX def2/J DEFGRID3
* xyz 0 1
C -1.541 -0.619 -0.126
C -0.471 0.297 -0.145
C 1.277 -0.864 -0.161
C -0.080 1.526 0.509
O 0.004 1.302 -0.926
H -2.305 -0.473 0.630
H -1.809 -1.104 -1.059
H -0.128 -0.993 0.144
H 2.013 -0.198 0.293
H 1.437 -0.943 -1.238
H 1.366 -1.860 0.300
H -0.857 2.227 0.809
H 0.874 1.597 1.024
*
```

For each atom in turn, the Löwdin charge in e is:
1 C -0.049
2 C -0.499
3 C -0.046
4 C -0.032
5 O 0.031
6 H 0.055
7 H 0.060
8 H 0.109
9 H 0.037
10 H 0.048
11 H 0.054
12 H 0.122
13 H 0.111

***

Entry c
Computed, not measured: the molecule C4H8O, with ωB97M-V/def2-TZVPD.

Output
**HOMO energy**: -7.9 eV
**Gap between HOMO and LUMO**: 6.859 eV

The geometry in ORCA input format:
```
! wB97M-V def2-TZVPD RIJCOSX def2/J DEFGRID3
* xyz 0 1
C 0.331 -1.886 -0.566
C 0.806 -0.457 -0.502
C -0.132 0.495 0.073
O -0.870 1.286 -0.717
C 0.032 0.854 1.536
H 0.958 -2.648 -1.030
H 0.556 -1.841 0.540
H -0.659 -2.092 -0.973
H 1.268 -0.022 -1.405
H -1.175 0.006 -0.185
H 0.922 1.488 1.649
H 0.167 -0.049 2.139
H -0.803 1.427 1.933
*
```

For each atom in turn, the Löwdin charge in e is:
1 C -0.106
2 C -0.065
3 C -0.601
4 O -0.023
5 C -0.029
6 H 0.068
7 H 0.101
8 H 0.076
9 H 0.095
10 H 0.235
11 H 0.089
12 H 0.082
13 H 0.078

***

Entry d
Computed, not measured: a 2-piece molecular cluster, C4H8O overall, with ωB97M-V/def2-TZVPD.

Output
**SMILES**: C=CC.C=O
**HOMO energy**: -9.2 eV
**Gap between HOMO and LUMO**: 10.032 eV

The geometry in ORCA input format:
```
! wB97M-V def2-TZVPD RIJCOSX def2/J DEFGRID3
* xyz 0 1
C 0.491 0.374 -1.601
C 0.731 0.473 -0.282
C 1.616 -0.399 0.492
H -0.013 1.219 -2.070
H 0.768 -0.495 -2.192
H 0.176 1.250 0.234
H 2.079 0.264 1.240
H 2.379 -0.940 -0.070
H 0.997 -1.182 0.970
C -2.239 -0.112 0.824
O -1.981 1.031 0.643
H -1.660 -1.012 1.218
H -3.344 -0.470 0.593
*
```

For each atom in turn, the Löwdin charge in e is:
1 C -0.012
2 C -0.290
3 C -0.122
4 H 0.052
5 H 0.053
6 H 0.074
7 H 0.081
8 H 0.075
9 H 0.072
10 C -0.168
11 O -0.007
12 H 0.092
13 H 0.101

***

entry a wins, 25.6 kcal/mol ahead of the next structure.

***

Entry a
Computed, not measured: a 2-piece molecular cluster, C4H8O overall, with ωB97M-V/def2-TZVPD.

Output
**SMILES**: C=CC=C.O
**HOMO energy (spin up / spin down)**: -8.0 / -8.0 eV
**Gap between HOMO and LUMO (spin up / spin down)**: 8.366 / 8.367 eV

The geometry in ORCA input format:
```
! wB97M-V def2-TZVPD RIJCOSX def2/J DEFGRID3
* xyz 0 1
C 0.054 -1.875 -0.185
C -0.206 -0.641 0.338
C 0.601 0.574 -0.235
C 1.017 1.606 0.543
H 0.083 -2.750 0.445
H 0.393 -2.014 -1.202
H -0.361 -0.570 1.408
H 1.249 0.291 -1.061
H 0.452 1.883 1.424
H 1.721 2.341 0.178
O -1.892 0.308 -0.187
H -2.241 -0.053 -1.013
H -0.870 0.900 -0.452
*
```

For each atom in turn, the Löwdin charge in e is:
1 C -0.026
2 C -0.268
3 C -0.221
4 C 0.049
5 H 0.040
6 H 0.042
7 H 0.110
8 H 0.109
9 H 0.074
10 H 0.063
11 O -0.165
12 H 0.050
13 H 0.143

***

Entry b
Computed, not measured: a 2-piece molecular cluster, C4H8O overall, with ωB97M-V/def2-TZVPD.

Output
**SMILES**: C=CC=O.C
**HOMO energy**: -10.1 eV
**Gap between HOMO and LUMO**: 10.114 eV

The geometry in ORCA input format:
```
! wB97M-V def2-TZVPD RIJCOSX def2/J DEFGRID3
* xyz 0 1
C -0.253 1.301 -0.854
C -1.439 0.696 -0.893
C -1.536 -0.774 -1.084
O -0.576 -1.513 -1.148
H -0.155 2.373 -0.713
H 0.657 0.716 -0.964
H -2.370 1.249 -0.793
H -2.564 -1.182 -1.170
C 1.645 -0.573 1.525
H 2.521 -0.845 0.931
H 1.725 -1.024 2.518
H 1.599 0.514 1.625
H 0.746 -0.938 1.021
*
```

For each atom in turn, the Löwdin charge in e is:
1 C 0.040
2 C -0.131
3 C -0.280
4 O 0.026
5 H 0.068
6 H 0.068
7 H 0.092
8 H 0.113
9 C -0.049
10 H 0.023
11 H 0.017
12 H 0.014
13 H -0.003

***

entry b wins, 72.1 kcal/mol ahead of the next structure.